1.
C8H6N2O2 | ωB97M-V/def2-TZVPD

Last column: Löwdin charge in e.
Element x y z (Å)
C: -0.09679 -1.92336 0.65385  -0.451
C: 0.07392 1.45220 -1.96904  -0.113
H: -1.55007 0.16143 -0.96206  0.126
H: -2.37805 -1.42994 3.21448  0.154
C: 1.35476 1.59095 -1.54613  -0.123
O: -1.07943 1.05531 2.18828  0.171
C: 1.50506 0.83984 -0.39773  -0.074
C: -0.57166 0.58213 -1.10600  -0.049
H: 2.31159 2.06843 -2.06523  0.146
H: 2.24403 0.69529 0.38917  0.131
N: 0.32902 0.27627 -0.14044  -0.148
C: -1.10105 -2.36627 1.64090  0.021
H: -1.17642 -3.52347 1.76763  0.165
C: -0.97298 -0.07306 1.86420  -0.321
O: 0.40371 -2.61486 -0.17149  0.154
N: 0.09358 -0.55967 0.86009  0.065
H: -0.30300 1.87101 -2.90956  0.107
C: -1.64662 -1.35427 2.31694  0.038

Highest occupied orbital energy = -8.410 eV
Relative energy (zero: lowest compared OMol25 entry of this formula, charge and spin) = 73.2 kcal/mol
Kohn-Sham gap = 7.42 eV
SMILES string = O=C1C=CC(=O)N1n1cccc1
2S+1 = 1
Net charge = 0
Total energy = -568.36567 Ha

---

2.
C4H13N2OP | ωB97M-V/def2-TZVPD

Last column: Löwdin charge in e.
Element x y z (Å)
C: -0.56344 0.95316 1.04409  -0.280
P: 1.44682 0.74520 -1.69792  0.584
C: -0.18296 -0.52542 0.85721  -0.202
H: -1.98142 -1.60384 1.27687  0.098
H: 2.42523 -1.05377 -2.62552  -0.009
C: -1.33690 1.17997 2.40607  -0.092
H: -0.68000 0.97539 3.22309  0.068
H: 3.27857 -0.46478 -1.36482  -0.018
H: 0.74214 -0.85374 1.23461  0.062
H: -1.09122 1.48309 0.08152  0.144
H: -2.17330 0.54581 2.48095  0.040
C: -1.13821 -1.58137 0.48280  -0.148
N: 2.76025 -0.29449 -2.13794  -0.077
H: 0.02465 -0.36007 -3.32000  0.082
H: 0.27359 1.55202 1.21972  0.050
H: -1.71035 2.14920 2.40656  0.043
H: -1.61827 -1.37509 -0.59356  0.112
N: 0.48610 0.59623 -3.13613  -0.112
H: -0.12256 1.32163 -3.19495  -0.029
O: 1.98844 2.08020 -1.53430  -0.370
H: -0.61359 -2.52752 0.46527  0.052

Highest occupied orbital energy (spin up / spin down) = -8.026 / -7.698 eV
Relative energy (zero: lowest compared OMol25 entry of this formula, charge and spin) = 73.0 kcal/mol
Kohn-Sham gap (spin up / spin down) = 8.40 / 6.90 eV
2S+1 = 1
Net charge = 0
Total energy = -686.22076 Ha

---

3.
C30H42N4O5S | ωB97M-V/def2-TZVPD

Last column: Löwdin charge in e.
Element x y z (Å)
N: 1.54322 0.36417 1.70194  0.040
H: 2.12565 -1.23963 2.83234  0.139
H: 2.70499 -1.14488 -1.57452  0.096
H: -1.77013 -3.32790 2.02160  0.126
H: 0.53244 -0.76570 -0.54760  0.106
C: -2.83568 -0.11692 3.47258  -0.222
H: 4.20359 -2.08246 -4.05505  0.143
C: 0.76075 0.86783 -1.87168  -0.262
H: -2.41275 4.75633 -0.88550  0.072
H: -3.41667 2.72026 -1.86504  0.114
H: 1.79808 -3.01475 -3.82014  0.134
H: 3.19581 0.68807 -3.27002  0.108
H: 1.90489 3.93923 -1.07450  0.129
H: -1.25439 1.93245 0.13672  0.098
H: -3.14154 1.57488 2.23096  0.114
H: -4.49524 0.42690 2.20899  0.131
H: 2.33803 -1.16235 -5.55307  0.133
H: 1.07820 2.61538 -3.04252  0.125
C: 1.33707 0.96543 0.45037  -0.110
C: -3.59426 -0.94299 4.28978  -0.051
C: 1.60727 2.90764 -0.97540  0.017
H: -2.90273 -3.24448 -0.22732  0.117
H: -1.84435 4.53411 -2.54086  0.073
C: -3.39545 0.51373 2.22694  -0.147
H: -0.91537 0.76682 3.18008  0.097
O: -0.42069 0.84856 -4.20435  -0.277
N: -2.78432 -0.09932 1.04664  -0.155
H: 5.05157 -0.21251 -1.79292  0.079
C: 3.97103 -1.32307 -3.29979  -0.381
H: 1.63851 0.42739 -5.18236  0.113
C: -1.50148 0.09970 3.79706  -0.057
H: -4.06105 0.83338 -0.36206  0.132
C: 1.47055 2.62181 2.57659  -0.055
C: -3.02632 -1.54554 5.40024  -0.080
H: -2.56749 0.11250 -0.99514  0.103
O: 1.98092 0.68382 3.90350  0.082
C: -2.98267 0.68897 -0.16552  -0.193
H: 0.11098 -0.31879 5.13178  0.093
C: 1.70138 1.13515 2.81490  -0.415
H: -0.79213 4.12480 -1.18536  0.049
H: -4.63770 -1.11179 4.06132  0.112
S: 0.00455 -0.07937 -3.19790  0.669
C: 1.16294 2.17414 -2.06299  -0.060
C: -1.69272 -1.33308 5.70403  -0.081
H: -0.71961 -3.74385 0.64633  0.118
C: 1.65547 2.32345 0.28428  -0.193
H: -2.77910 2.72453 0.55894  0.105
C: -2.33816 -2.39410 0.15835  -0.141
C: 0.98929 -2.10162 1.24607  -0.505
C: 0.85888 0.25408 -0.63955  0.000
H: 2.88942 -1.16476 1.23104  0.145
H: -3.62874 -2.18517 6.02871  0.102
H: -1.25192 -1.80748 6.56784  0.102
H: 0.81774 -2.48850 -2.44064  0.112
C: 2.90572 -1.88129 -2.35430  -0.146
C: 3.40240 -0.09042 -4.00875  -0.142
H: 1.95714 3.18853 3.37183  0.145
H: -0.67839 -1.09733 1.93589  0.103
C: -1.28311 -2.93652 1.12049  -0.155
C: -0.92777 -0.50283 4.90130  -0.066
O: -0.98001 -0.92235 -2.57953  -0.285
N: -0.31254 -1.94112 1.51673  0.097
C: -3.31795 -1.44583 0.84906  -0.191
H: 6.00965 -0.60318 -3.22161  0.076
C: 5.24880 -0.97799 -2.54096  -0.067
H: -3.56094 -1.86532 1.82882  0.107
C: -2.37355 2.69642 -1.54191  -0.248
H: -1.82189 2.08489 -2.25899  0.084
O: 2.01654 3.07979 1.35611  0.008
H: -4.25280 -1.40163 0.26580  0.124
C: 2.11380 -0.45265 -4.74852  -0.182
C: -2.29840 2.05356 -0.15768  -0.189
O: 1.44933 -3.06714 0.66550  0.052
H: -1.85933 -1.90423 -0.68991  0.082
H: 3.25571 -2.79264 -1.86875  0.125
H: 5.64080 -1.85772 -2.03660  0.078
C: 1.94556 -1.02873 1.77218  -0.015
C: -1.82097 4.11650 -1.53780  -0.098
N: 1.13721 -1.06299 -3.87960  -0.231
H: 0.38829 2.82735 2.60400  0.142
C: 1.61834 -2.19263 -3.11806  -0.172
H: 4.12785 0.30298 -4.72289  0.121

Highest occupied orbital energy = -8.735 eV
Relative energy (zero: lowest compared OMol25 entry of this formula, charge and spin) = 0.0 kcal/mol
Kohn-Sham gap = 9.25 eV
SMILES string = CCCCN(CCCNC(=O)CN1C(=O)COc2ccc(S(=O)(=O)N3CCC(C)CC3)cc21)Cc1ccccc1
2S+1 = 1
Net charge = 0
Total energy = -2161.82775 Ha